The following is a DFT calculation (ωB97M-V/def2-TZVPD) of C47H58BrCl2N2O3PS2Ti as an isolated structure.

Last column: Löwdin charge in e.
Atoms and positions in Å:
1 Ti -0.68 0.99 1.17  0.7504
2 C -2.80 -1.43 -1.36  -0.0744
3 N -3.17 -1.20 0.03  -0.1399
4 C -3.49 -2.49 0.65  -0.1617
5 C -3.75 -2.41 2.14  -0.1824
6 N -2.59 -1.97 2.89  -0.1918
7 C -2.92 -1.56 4.24  -0.0938
8 C -1.42 -2.76 2.82  -0.2704
9 C -1.47 -4.15 2.78  -0.0283
10 C -0.32 -4.92 2.86  -0.1013
11 C 0.91 -4.30 2.99  -0.1020
12 C 0.98 -2.91 2.99  -0.1287
13 C -0.17 -2.13 2.88  -0.5113
14 S 0.01 -0.37 3.04  0.7429
15 C -4.24 -0.25 0.15  -0.2766
16 C -5.38 -0.40 -0.65  -0.0293
17 C -6.42 0.51 -0.62  -0.0864
18 C -6.34 1.61 0.23  -0.0939
19 C -5.22 1.76 1.03  -0.1181
20 C -4.16 0.85 1.02  -0.5342
21 S -2.86 1.16 2.17  0.7797
22 H -2.66 -0.48 -1.88  0.0826
23 H -3.54 -2.03 -1.92  0.0876
24 H -1.85 -1.98 -1.39  0.0571
25 H -2.65 -3.16 0.46  0.1119
26 H -4.37 -2.95 0.17  0.1259
27 H -4.15 -3.38 2.48  0.1178
28 H -4.54 -1.68 2.33  0.1209
29 H -3.26 -2.41 4.86  0.0924
30 H -3.70 -0.80 4.21  0.0661
31 H -2.04 -1.12 4.71  0.0637
32 H -2.44 -4.64 2.73  0.1084
33 H -0.39 -6.00 2.85  0.1017
34 H 1.82 -4.88 3.08  0.1035
35 H 1.93 -2.42 3.11  0.0859
36 H -5.44 -1.25 -1.31  0.1072
37 H -7.29 0.36 -1.25  0.0996
38 H -7.14 2.33 0.27  0.1011
39 H -5.15 2.62 1.70  0.0980
40 Cl -1.88 7.22 -2.38  0.6724
41 C -1.27 5.77 -1.65  -0.6620
42 C 0.06 5.75 -1.20  -0.0998
43 C 0.59 4.63 -0.62  -0.5559
44 Cl 2.24 4.59 -0.13  0.7430
45 C -0.20 3.46 -0.42  -0.3537
46 O 0.30 2.41 0.11  -0.1855
47 C -1.53 3.51 -0.93  -0.1224
48 C -2.25 2.28 -0.99  -0.1358
49 O -1.89 1.23 -0.44  -0.1860
50 C -2.05 4.66 -1.54  -0.0502
51 H 0.68 6.63 -1.32  0.1117
52 H -3.16 2.24 -1.61  0.1617
53 H -3.06 4.66 -1.92  0.1241
54 Br 1.77 5.74 5.38  0.7090
55 C 1.00 4.41 4.27  -0.6978
56 C -0.36 4.38 4.07  -0.1285
57 C -0.92 3.40 3.26  -0.1258
58 C -0.13 2.44 2.63  -0.3208
59 C 1.25 2.52 2.84  -0.1559
60 C 1.82 3.47 3.66  -0.1297
61 H -1.00 5.12 4.55  0.0987
62 H -1.99 3.40 3.13  0.0490
63 H 1.92 1.81 2.35  0.0625
64 H 2.89 3.50 3.81  0.1000
65 O 0.59 -0.19 -0.02  -0.3988
66 P 1.80 -0.25 -0.94  0.8972
67 C 3.31 0.30 -0.05  -0.3062
68 C 4.66 0.08 -0.78  -0.1746
69 C 5.38 -1.21 -0.42  -0.1964
70 C 5.61 -1.30 1.08  -0.1999
71 C 4.26 -1.31 1.78  -0.1990
72 C 3.42 -0.08 1.44  -0.1839
73 C 1.98 -1.93 -1.58  -0.3217
74 C 1.04 -2.24 -2.76  -0.1913
75 C 0.89 -3.75 -2.93  -0.1812
76 C 0.13 -4.34 -1.73  -0.1768
77 C 0.37 -3.53 -0.45  -0.1875
78 C 1.77 -2.94 -0.42  -0.1704
79 C 1.63 0.93 -2.34  -0.3185
80 C 2.71 0.83 -3.45  -0.1833
81 C 2.22 1.41 -4.78  -0.1902
82 C 1.35 2.63 -4.51  -0.1861
83 C 0.05 2.21 -3.82  -0.1619
84 C 0.24 0.94 -2.98  -0.1759
85 H 3.11 1.38 -0.07  0.1065
86 H 5.31 0.91 -0.50  0.1261
87 H 4.55 0.15 -1.86  0.0782
88 H 6.33 -1.25 -0.97  0.1137
89 H 4.80 -2.09 -0.74  0.1014
90 H 6.21 -0.45 1.41  0.1177
91 H 6.17 -2.20 1.33  0.1115
92 H 4.39 -1.33 2.87  0.1183
93 H 3.74 -2.23 1.52  0.0907
94 H 3.88 0.78 1.94  0.1211
95 H 2.42 -0.18 1.88  0.0421
96 H 3.01 -2.01 -1.95  0.1098
97 H 1.43 -1.79 -3.67  0.1055
98 H 0.06 -1.80 -2.59  0.0971
99 H 1.88 -4.20 -3.01  0.1152
100 H 0.37 -3.97 -3.86  0.1104
101 H 0.44 -5.38 -1.58  0.1097
102 H -0.94 -4.37 -1.95  0.1056
103 H 0.21 -4.15 0.43  0.0926
104 H -0.34 -2.71 -0.36  0.0846
105 H 2.52 -3.73 -0.48  0.1271
106 H 1.91 -2.45 0.54  0.0700
107 H 1.75 1.90 -1.83  0.1028
108 H 3.03 -0.21 -3.60  0.0994
109 H 3.60 1.39 -3.14  0.1061
110 H 1.64 0.66 -5.33  0.1143
111 H 3.07 1.66 -5.40  0.1125
112 H 1.13 3.17 -5.44  0.1106
113 H 1.91 3.33 -3.88  0.1145
114 H -0.73 2.02 -4.57  0.1174
115 H -0.32 3.03 -3.20  0.0917
116 H 0.13 0.07 -3.62  0.0990
117 H -0.53 0.85 -2.21  0.0808

Results
Calculated total energy: -207969.8764 eV
Strongest force on any atom: 0.7 eV/A
Energy relative to the best compared isomer or geometry (same formula, charge and spin): 0.8118 eV